Entry 1:
150
Properties=species:S:1:pos:R:3:forces:R:3 method="wB97M-V/def2-TZVPD" orbital_gap_ev=6.92 homo_ev=-10.56 total_energy_ev=-155643.979 charge=+1
Br -0.60174 7.23611 2.23192 0.5 -0.2 -0.1
P 2.20657 4.58773 -3.09897 1.8 0.5 -1.0
O -1.07368 -0.19465 -2.78167 -0.2 0.1 0.0
O -2.45124 -6.46855 -3.56258 0.0 0.0 -0.1
O -1.70215 -2.29167 -2.82715 -0.1 0.1 -0.3
O -4.35735 -3.43251 2.04975 -0.1 0.0 -0.3
O -8.27370 -1.99488 5.22103 -0.4 0.1 0.2
O -2.21695 -3.78185 1.76670 0.1 -0.1 -0.1
O 2.15398 7.24441 2.30422 -1.5 -1.1 -1.2
O 3.45918 -3.97859 -3.41112 -0.1 0.0 0.1
O 2.97598 7.86093 -1.66108 0.3 -1.1 0.0
O 3.46783 -1.95166 -4.23724 -0.2 0.2 0.2
O -7.44299 0.02136 5.40312 0.1 0.0 -0.2
O -3.23198 -8.47480 -3.95482 -0.1 0.0 -0.3
N 5.50401 4.55243 0.48219 1.2 1.5 -1.2
N 4.24996 4.76827 0.05098 -1.1 -0.4 1.0
C -5.85072 -2.85722 3.91530 0.4 -0.2 -0.1
C -1.53676 -8.16992 -2.18589 0.3 -0.2 -0.2
C 0.46233 7.79509 -1.21460 0.2 -0.3 0.2
C 2.24715 4.46407 -1.24847 -0.9 0.0 0.3
C 1.21348 6.66252 1.79995 1.1 1.2 1.4
C -3.93927 -10.39542 -2.62146 0.0 0.1 0.1
C -0.98487 -0.81911 2.00768 -0.2 0.6 0.4
C 3.45527 3.72305 -0.63846 0.0 -1.1 0.0
C -3.11805 -4.71586 3.75135 -0.2 -0.3 -0.1
C 4.16755 -0.87186 -6.31249 0.0 -0.1 -0.1
C 0.39640 -0.58345 2.60380 0.2 -0.4 -0.3
C -8.38781 -0.89347 5.68423 -0.2 0.0 0.3
C -3.16868 -9.89808 -3.82640 0.0 -0.2 0.1
C -2.44729 1.22536 1.52448 -0.1 0.8 -0.6
C 1.81306 2.87547 -3.63807 -1.0 0.1 0.4
C 3.94528 -0.84508 -0.06678 0.2 0.7 0.0
C 5.43461 -3.40831 -4.59421 0.2 0.3 0.2
C -3.19538 -3.96482 2.44245 0.0 0.0 0.3
C 3.58388 5.85720 0.14422 -0.7 0.7 -0.5
C -1.41650 -3.70095 -2.73061 0.0 -0.3 0.2
C 2.88420 -0.83327 2.24752 0.3 -0.2 -0.5
C 1.51151 -0.86931 1.59282 -0.3 0.7 0.5
C 0.68693 5.50935 -3.58938 0.1 -0.1 0.5
C 1.32314 5.48257 0.87517 -0.6 0.2 -0.7
C 0.50460 -1.72016 -1.89873 0.2 -0.2 -0.3
C -1.37648 0.28374 0.99702 -0.3 -0.9 0.5
C -7.10750 1.64487 7.19705 0.0 -0.1 0.1
C -1.56917 -4.19553 -1.30985 0.0 0.2 0.1
C 4.06427 -3.14159 -4.01745 0.2 -0.1 -0.2
C 3.99805 -1.39258 1.35352 -0.4 -0.3 -0.4
C 4.47032 0.60258 -0.16001 -0.4 -0.7 0.0
C -0.80439 -1.34894 -2.55546 0.1 -0.1 0.3
C 2.18180 5.78555 -0.40131 1.5 -0.1 1.0
C 7.18456 6.10274 1.15822 0.0 -0.7 0.4
C -2.56194 2.48198 0.63445 0.2 0.0 0.2
C -5.61104 -3.71680 2.69456 -0.2 0.0 0.2
C 3.84955 1.31418 -1.34887 0.7 0.4 -0.3
C -7.55308 1.39954 5.77082 0.0 0.2 0.2
C 5.96144 5.30495 1.44837 -0.5 -0.4 0.0
C 4.30490 2.77814 -1.46860 0.1 -0.4 -0.5
C 4.13457 -0.82152 -4.79953 0.1 0.1 -0.2
C -2.41756 -7.63791 -3.29323 0.0 -0.1 0.2
C -9.51720 -0.54102 6.62282 -0.2 0.3 -0.2
C 5.33363 5.40919 2.79782 -0.3 0.7 0.0
C 0.55698 2.30431 -2.94902 0.1 0.3 -0.1
B 1.91449 7.19391 -1.11838 -1.4 0.1 -0.5
H 1.77055 4.66196 1.43603 0.1 0.0 0.1
H 5.13087 -0.70727 -4.36649 0.0 -0.1 0.0
H 0.25453 4.99260 -4.44134 -0.2 -0.2 0.0
H -6.36606 -3.50069 1.94121 0.1 0.0 -0.1
H -7.73321 1.11288 7.91347 -0.1 0.1 0.0
H 3.15506 -0.95342 -6.70713 0.0 0.1 0.0
H 3.55012 0.04032 -4.47609 -0.1 -0.1 0.1
H -5.09441 -3.03323 4.68388 0.0 -0.1 0.0
H -2.03817 -8.00195 -1.23337 0.0 0.0 0.0
H 4.33003 3.05689 -2.51944 -0.1 0.4 0.0
H 4.51642 -1.46150 -0.75969 0.1 -0.1 0.0
H 0.57499 -1.22635 3.46686 -0.2 0.0 0.2
H -1.40167 -5.26997 -1.26703 0.0 0.0 0.0
H 1.31597 -1.82853 1.11138 0.1 -0.1 0.0
H -10.41332 -1.05379 6.28342 0.1 -0.2 0.1
H 0.40706 -1.55931 -0.82442 -0.1 0.0 -0.1
H -7.14777 2.70861 7.43123 0.0 0.0 0.0
H -1.29211 -9.22498 -2.27596 -0.1 0.0 0.1
H 3.13231 0.19338 2.52345 -0.1 0.1 0.3
H 5.34413 2.79655 -1.14785 0.0 0.3 0.2
H -3.92201 -11.48447 -2.58106 0.0 0.0 0.0
H -1.77793 -0.20472 0.11008 0.2 0.2 -0.3
H -2.24695 1.54001 2.54840 0.1 -0.1 0.1
H -0.60134 -7.61560 -2.19790 -0.1 0.1 0.1
H 1.58490 2.99072 -4.69683 0.2 0.1 -0.2
H -6.82817 -3.05713 4.34540 0.2 0.0 -0.2
H 5.55073 0.53115 -0.28346 0.2 0.4 0.1
H 0.46190 0.45226 2.94899 0.1 0.1 0.1
H -3.62289 -10.28329 -4.73711 0.0 0.1 -0.1
H 1.37878 3.86641 -0.96180 -0.1 0.0 0.0
H 3.01761 3.09816 0.14647 0.3 0.1 0.4
H -5.80018 -1.80073 3.65315 -0.1 0.0 0.0
H 2.83784 -1.44428 3.14734 0.1 0.1 0.3
H -0.48465 0.85184 0.73290 0.0 0.1 -0.2
H 5.98255 -4.03278 -3.89346 -0.1 -0.1 0.0
H -4.97559 -10.06267 -2.67494 0.0 0.0 -0.1
H 0.34311 5.14585 0.55057 -0.2 0.1 0.1
H -0.04213 3.12750 -2.55621 -0.2 0.0 0.1
H 4.92211 4.46412 3.13491 -0.1 -0.1 -0.1
H -3.52460 -10.01150 -1.68923 0.1 -0.1 0.0
H -5.68781 -4.78258 2.91592 0.1 0.0 0.0
H -1.06773 -1.81270 1.58062 0.1 -0.1 -0.1
H -2.57026 -3.98037 -0.93806 0.0 0.0 0.0
H 4.63013 0.02951 -6.71534 0.0 0.0 0.0
H -3.35740 2.40342 -0.10080 0.0 0.0 -0.1
H 1.43241 -0.09364 0.82801 0.1 -0.1 -0.3
H 2.92573 -0.83350 -0.44638 -0.1 -0.3 0.1
H -2.72696 3.38893 1.21425 -0.2 0.0 0.1
H -9.74542 0.52050 6.67153 0.1 0.0 0.1
H 0.16226 7.98875 -2.24299 0.0 0.2 -0.1
H -9.26141 -0.89545 7.62039 0.0 0.0 0.0
H 2.76375 1.22095 -1.36370 -0.1 0.0 0.1
H -6.08555 1.29294 7.33748 0.0 0.1 0.0
H 4.54520 6.16629 2.83189 -0.1 0.0 0.0
H 4.22299 0.81612 -2.24560 -0.2 -0.2 -0.1
H 7.47950 6.69891 2.01297 0.3 -0.1 0.1
H 0.82549 -2.74268 -2.07857 0.0 0.0 0.1
H 7.97006 5.42582 0.82609 0.2 0.2 -0.1
H 6.08923 5.75249 3.49721 0.1 -0.1 0.1
H -2.40687 -5.53011 3.63548 0.1 0.1 0.0
H 4.72597 -1.73444 -6.67506 0.1 0.0 0.0
H -0.29884 7.15919 -0.76916 -0.1 -0.1 0.0
H -6.89436 1.92773 5.08389 0.0 -0.1 -0.1
H -0.86856 -3.71071 -0.62888 0.0 0.0 0.0
H 6.90510 6.76644 0.33953 0.2 0.0 -0.2
H 4.26930 1.13200 0.77473 0.0 0.1 0.1
H -2.14381 -4.18869 -3.36814 -0.1 0.1 -0.1
H 1.28397 -1.06861 -2.29139 -0.1 0.1 0.1
H 6.02852 -2.51483 -4.77156 -0.1 0.0 -0.1
H -4.06132 -5.14650 4.07596 0.0 0.1 0.1
H 5.31620 -3.94760 -5.53289 0.0 0.0 0.0
H -0.43405 -3.92370 -3.15000 0.0 0.1 0.0
H 2.68577 2.23451 -3.57386 0.0 -0.1 0.1
H -2.13200 -10.23803 -3.82632 0.0 0.0 0.1
H 3.90965 6.79912 0.55719 0.7 -0.3 0.3
H -0.08959 1.77565 -3.63736 0.1 -0.2 0.0
H 0.44222 8.74173 -0.67127 0.0 0.2 0.0
H -0.04964 5.64441 -2.80208 -0.2 -0.1 -0.1
H -1.69929 -0.77585 2.83280 -0.2 -0.2 0.0
H 4.98671 -1.20088 1.77180 0.1 0.0 0.2
H -3.42315 0.74507 1.50945 0.0 -0.3 0.3
H 3.87580 -2.47482 1.29557 0.0 -0.1 0.1
H -1.62894 2.63357 0.08995 0.1 0.0 -0.1
H -8.56210 1.76790 5.58140 0.0 0.0 0.0
H 0.99328 6.48533 -3.95451 0.0 0.1 0.1
H 2.78924 8.10514 -2.57113 0.1 0.7 0.0
H -2.75670 -4.03427 4.52010 0.0 0.0 0.0
H 0.75889 1.63425 -2.11916 0.1 -0.1 0.0

Entry 2:
25
Properties=species:S:1:pos:R:3:forces:R:3 method="wB97M-V/def2-TZVPD" orbital_gap_ev=10.42 homo_ev=-13.68 de_lowest_ev=2.6594 total_energy_ev=-11491.231 charge=+1
O -0.81293 -3.88283 -2.64216 0.8 -0.1 -0.7
O 1.06330 3.13246 -0.74792 0.9 1.6 2.1
N 0.77501 -0.88841 0.13817 4.6 3.1 0.7
N -0.92623 0.90339 -0.36001 -5.0 1.8 -0.4
C -1.06186 0.24722 0.99398 1.7 -0.5 2.0
C -1.81556 1.14405 1.97540 0.0 1.5 0.7
C 0.50489 -0.13027 1.39769 -3.7 -1.1 -2.1
C 2.33170 -0.73680 -0.04430 -2.3 -4.5 -0.9
H -2.62837 1.69582 1.47439 0.0 -0.4 0.1
H -0.33016 0.39075 -0.97632 1.0 -0.9 -0.4
H 0.53615 3.36567 -1.50561 0.0 0.8 -0.5
H 1.37850 3.99538 -0.26837 -1.1 -2.3 -1.7
H 1.06558 0.76546 1.54406 0.5 0.6 -0.3
H -1.16467 1.99466 2.38335 -0.6 -1.3 -0.5
H 2.53815 -1.25848 -0.98027 0.3 0.5 -0.2
H -1.66646 -3.62951 -2.98931 -0.3 0.1 0.4
H 2.96179 -1.25481 0.67732 -0.4 -0.1 0.6
H -1.92334 1.06938 -0.82895 2.3 -1.3 1.1
H -1.54632 -0.73115 0.82742 0.0 0.6 0.0
H -0.69446 1.88866 -0.32303 1.3 0.4 0.6
H 0.56312 -1.82017 0.32886 -0.2 -1.9 0.2
H 0.65900 -0.80646 2.23511 -0.6 0.3 0.4
H 2.59964 0.23891 -0.03282 0.5 3.1 -0.4
H -2.29126 0.65031 2.86702 0.7 0.1 -1.1
H -0.75633 -3.80146 -1.69587 -0.5 0.1 0.3

Entry 3:
97
Properties=species:S:1:pos:R:3:forces:R:3 method="wB97M-V/def2-TZVPD" orbital_gap_ev=7.90 homo_ev=-10.57 total_energy_ev=-137380.635 charge=+1
Sb 3.00810 0.11800 0.54180 0.7 -0.2 0.1
In 0.22580 0.09670 -0.17030 -0.1 -0.1 -0.1
As -1.71950 2.13740 -0.11920 -0.3 0.3 -0.6
S 0.39400 0.78600 -2.56100 0.2 -0.3 0.6
N -1.34820 -2.42590 0.83800 -0.3 -0.2 0.4
N -0.75520 -1.89220 -0.23560 0.6 0.9 -0.6
N -0.35000 0.09130 2.03850 0.4 0.6 -0.8
N -0.68870 -0.95410 2.78330 -0.2 -0.2 0.3
C -3.11120 2.87650 -2.52180 -0.1 0.1 0.2
C 5.95500 -0.42130 0.33120 -0.1 0.0 0.2
C -1.10710 1.63150 -2.96130 0.0 -0.1 0.3
C -2.19000 3.98330 0.34150 0.3 -0.3 0.1
C -3.66200 1.08410 1.74800 0.3 0.2 0.1
C -1.98020 2.21970 -2.04090 -0.1 0.0 -0.2
C -3.23650 1.06430 0.42140 -0.1 -0.1 0.2
C -1.38540 -2.34040 -1.32920 -0.2 -0.2 -0.1
C -2.49500 2.38960 -4.77930 0.0 0.0 0.1
C 4.74440 2.89270 -0.52170 0.0 0.0 -0.1
C 4.09400 3.07590 0.81500 0.1 0.0 -0.1
C -2.40410 -3.19690 -0.95020 0.1 0.0 0.1
C 3.38140 -4.37020 2.50400 0.0 0.0 0.0
C -3.68680 5.68980 1.11370 0.0 0.0 0.0
C 3.60280 4.53750 2.68700 0.1 0.0 0.0
C 7.35210 -0.74890 -1.57840 0.1 0.0 0.0
C 3.42120 2.04530 1.47520 -0.3 -0.7 -0.1
C -2.33890 -3.21710 0.43550 -0.1 0.0 -0.3
C 3.87500 -0.88730 3.87940 0.0 0.0 0.0
C -5.26850 -0.63360 1.27080 0.0 0.0 -0.1
C -0.90370 -0.55850 4.03370 -0.1 0.3 0.1
C 2.93280 3.50890 3.32630 -0.1 0.0 0.1
C -3.37280 2.97050 -3.87440 0.0 0.0 0.0
C -1.22350 4.95100 0.08920 0.3 -0.3 -0.1
C 2.86420 -2.81320 0.76820 0.0 0.1 -0.2
C 3.15780 -1.75630 1.62270 -0.1 0.5 0.0
C -4.67690 0.24260 2.16640 0.0 0.0 0.1
C 3.55590 -1.99600 2.92920 0.0 0.1 0.0
C -2.72210 6.65150 0.86480 0.0 0.0 0.0
C 4.98040 -0.40170 -1.88000 -0.1 0.0 0.0
C -1.49240 6.28440 0.34100 0.0 0.0 0.0
C 3.78960 -0.29010 -2.77900 0.0 0.0 0.0
C -0.36650 1.18010 2.81750 0.0 0.0 0.1
C 6.24870 -0.63180 -2.40310 -0.1 0.0 0.0
C 4.17310 4.31530 1.44640 0.0 -0.1 0.0
C -0.71120 0.81460 4.10760 0.1 0.0 -0.1
C 2.82980 2.27530 2.70870 -0.1 -0.2 0.1
C 3.64640 -3.31940 3.35810 0.0 0.1 0.0
C 7.20810 -0.65280 -0.20530 0.1 0.0 0.0
C -4.83950 -0.67170 -0.04560 0.0 0.0 0.1
C 2.99050 -4.11980 1.19940 0.0 0.0 -0.1
C -3.82260 0.16830 -0.46480 0.3 0.2 -0.4
C 4.85690 -0.28530 -0.50200 -0.6 0.1 0.1
C -1.37810 1.72040 -4.32510 0.0 0.0 0.0
C -3.42690 4.35440 0.84930 -0.1 -0.4 0.0
B -0.69160 -2.39920 2.24230 0.3 0.0 -0.2
H -0.69390 1.25180 -5.01870 0.0 0.0 -0.1
H 8.32690 -0.91720 -2.00730 0.1 0.0 -0.1
H -4.64710 5.97830 1.51450 -0.1 0.0 0.0
H 4.08610 -0.33190 -3.82310 -0.1 0.0 -0.1
H 3.48240 -5.38500 2.85480 0.0 -0.1 0.0
H 0.44560 -2.74030 2.10950 0.2 -0.1 0.0
H 4.10090 2.33220 -1.20260 0.1 0.0 -0.1
H 2.53850 -2.61820 -0.25320 0.0 -0.1 0.0
H 3.68980 5.51120 3.14740 0.0 0.0 0.1
H 3.93690 -3.52190 4.37870 0.1 0.0 0.1
H 2.27720 1.47820 3.19020 0.0 0.0 0.1
H 4.69330 -1.17000 4.53740 0.1 0.1 0.1
H -2.92810 7.68950 1.07700 0.0 0.1 0.0
H 2.79210 -4.93570 0.52260 -0.1 -0.1 -0.1
H -3.79730 3.31950 -1.80470 0.0 0.0 -0.1
H 3.25910 0.65140 -2.61580 0.0 0.0 -0.1
H 4.95670 3.85400 -0.98050 0.0 0.1 0.0
H -1.06200 -2.05090 -2.31570 0.0 0.2 0.0
H -1.17860 -1.26000 4.79410 -0.1 -0.2 0.1
H -3.48240 0.13570 -1.49680 -0.1 0.0 0.1
H -0.25920 4.64450 -0.31350 -0.1 0.2 0.0
H -0.74410 7.03420 0.13290 0.1 0.1 0.0
H -4.25050 3.48820 -4.22860 -0.1 0.1 0.0
H 3.08880 -1.10820 -2.58880 0.0 0.0 -0.1
H -0.12500 2.14990 2.40900 0.0 0.0 0.0
H 4.70250 5.12070 0.95620 0.0 0.0 -0.1
H -1.31970 -3.07540 2.97940 -0.3 -0.2 0.3
H -5.00610 0.26700 3.19480 0.0 0.0 0.1
H -4.18750 3.60360 1.03490 0.0 0.1 0.0
H 5.69180 2.36370 -0.40850 0.0 -0.1 -0.1
H -0.80450 1.45110 4.96250 0.0 0.1 0.2
H -2.68290 2.45130 -5.83950 0.0 0.0 -0.1
H 5.83250 -0.34330 1.40360 0.1 0.0 0.1
H -5.29380 -1.35290 -0.74890 0.0 -0.1 -0.1
H 4.15830 0.01500 3.33680 0.0 0.0 0.2
H 6.36810 -0.71990 -3.47260 0.0 0.0 -0.1
H -2.94090 -3.75200 1.14270 0.0 -0.1 0.2
H 3.00740 -0.66910 4.50310 0.0 0.1 0.1
H -3.08340 -3.73350 -1.58000 -0.1 -0.1 -0.1
H 2.48560 3.65900 4.29620 -0.1 0.1 0.1
H 8.06280 -0.75220 0.44450 0.1 0.0 0.1
H -3.18820 1.76540 2.45100 -0.1 -0.1 0.0
H -6.06530 -1.28430 1.59700 -0.1 -0.1 0.0

| no. | lowest unoccupied orbital energy (eV) |
| --- | --- |
| 1 | -3.645 |
| 2 | -3.256 |
| 3 | -2.671 |